[1]
The following is a DFT calculation (ωB97M-V with the def2-TZVPD basis set) of a structure of composition C10H11ClCrF5V at a distorted geometry.

Geometry as XYZ:
```
29
Properties=species:S:1:pos:R:3:mulliken_spin:R:1
V 0.172 2.794 0.723 2.1658
Cl 1.476 2.726 2.457 0.0239
C -1.514 3.554 1.300 -0.1128
C 0.922 4.101 -0.498 -0.1042
H -1.673 4.560 0.884 0.0295
H -2.342 2.903 0.986 0.0181
H -1.527 3.628 2.398 0.0202
H 0.266 4.978 -0.613 0.0289
H 1.079 3.642 -1.487 0.0149
H 1.899 4.444 -0.118 0.0173
Cr -0.203 -0.817 -0.648 4.0869
C 1.551 -1.401 -1.590 -0.1476
C -0.481 1.269 -0.544 -0.0077
H 1.578 -1.091 -2.646 0.0030
H 2.391 -0.927 -1.061 0.0177
H 1.678 -2.493 -1.536 0.0295
H -0.094 1.492 -1.584 -0.0293
H -1.603 1.316 -0.612 0.0008
F 1.949 -1.738 1.681 0.0095
C 0.721 -2.266 1.942 0.0828
C -0.376 -1.916 1.175 -0.1450
C -1.600 -2.426 1.569 -0.0648
F -2.735 -2.050 0.907 0.0163
C -1.727 -3.334 2.633 -0.0024
F -2.933 -3.835 2.963 -0.0019
C -0.598 -3.735 3.345 0.0316
F -0.691 -4.643 4.333 0.0008
C 0.630 -3.175 3.011 0.0202
F 1.735 -3.517 3.698 -0.0020
```

For the orbital gap (alpha / beta), the calculation gives 0.1578 / 0.2105 Ha. The LUMO energy (alpha / beta) comes out at 5.012 / 4.952 eV. As for the total charge: -2. Its multiplicity is 7. Its strongest force on any atom is 3.46 eV/Å.



[2]
The following is a DFT calculation (ωB97M-V with the def2-TZVPD basis set) of the molecule C18H18BrFN6O4S at a distorted geometry.

Geometry as XYZ:
```
49
Properties=species:S:1:pos:R:3:mulliken_charge:R:1
O 1.560 1.413 -2.533 -0.6799
C 0.771 0.576 -2.134 0.4242
C -0.708 0.713 -2.621 -0.5464
C -1.180 2.035 -2.322 -0.3497
N -2.575 2.082 -2.277 -0.3023
S -3.396 3.532 -1.778 1.2572
O -4.819 3.330 -2.276 -0.7445
O -2.865 4.817 -2.150 -0.6242
C -3.447 3.437 0.029 -0.1484
C -4.536 2.759 0.543 -0.5148
C -4.692 2.836 1.960 -0.6277
C -3.638 3.354 2.819 0.3108
F -3.832 3.382 4.130 -0.2690
C -2.519 3.917 2.240 0.5497
N -1.429 4.399 2.811 -0.4739
O -0.609 4.710 1.717 -0.1296
N -1.323 4.405 0.471 -0.3518
C -2.404 3.890 0.820 0.6818
N 1.342 -0.401 -1.380 0.1847
C 0.535 -1.585 -1.051 -0.7614
C 1.094 -2.270 0.228 -0.9796
N 2.502 -2.457 0.107 0.4716
C 2.996 -3.430 0.949 -0.1965
C 3.532 -4.681 0.584 -0.4041
C 3.775 -5.637 1.586 -0.4180
C 3.445 -5.257 2.850 0.0405
Br 3.281 -6.474 4.355 -0.1971
C 2.915 -3.997 3.117 -0.4346
N 2.679 -3.180 2.162 -0.4189
C 3.286 -1.607 -0.848 -0.6326
C 2.687 -0.242 -0.853 -0.8600
H -1.267 -0.190 -2.305 0.3708
H -0.605 0.572 -3.761 0.3085
H -0.912 2.353 -1.308 0.2300
H -0.776 2.802 -3.137 0.1921
H -2.989 1.880 -3.190 0.3226
H -5.405 2.456 0.005 0.4959
H -5.577 2.620 2.483 0.4626
H 0.654 -2.243 -1.937 0.2667
H -0.514 -1.363 -0.990 0.5897
H 0.632 -3.262 0.237 0.4871
H 0.786 -1.752 1.089 0.4013
H 3.511 -4.851 -0.432 0.4826
H 4.141 -6.605 1.370 0.4983
H 2.490 -3.819 4.047 0.4815
H 3.248 -2.054 -1.786 0.3469
H 4.268 -1.423 -0.444 0.4510
H 2.521 0.059 0.160 0.3376
H 3.369 0.448 -1.355 0.4192
```

The structure (SMILES) is O=C(CCNS(=O)(=O)c1ccc(F)c2nonc12)N1CCN(c2ccc(Br)cn2)CC1. For the orbital gap, the calculation gives 0.2455 Ha. The LUMO energy comes out at -1.832 eV. Its strongest force on any atom is 5.48 eV/Å.



[3]
The following is a DFT calculation (ωB97M-V with the def2-TZVPD basis set) of a cluster of 2 separate species, C5H13NS in total at a distorted geometry.

Geometry as XYZ:
```
20
Properties=species:S:1:pos:R:3:mulliken_charge:R:1
C -0.668 -0.577 -0.535 -1.1432
C -0.719 -1.882 -0.127 1.0598
C -0.366 -3.006 -0.997 -1.2311
C -1.114 -2.200 1.288 -1.0779
H -0.920 0.153 0.150 0.2362
H -0.524 -0.135 -1.502 0.3338
H -0.337 -2.625 -2.071 0.2952
H 0.670 -3.298 -0.653 0.2796
H -0.907 -3.912 -0.793 0.3786
H -0.694 -1.366 1.996 0.3026
H -0.552 -3.152 1.699 0.2847
H -2.221 -2.303 1.493 0.2455
C 0.056 3.077 0.759 -0.8210
S 1.018 2.068 -0.381 0.0514
N 2.187 3.212 -0.816 -0.5846
H -0.544 3.817 0.274 0.2581
H 0.780 3.690 1.279 0.3236
H -0.488 2.306 1.206 0.2827
H 2.325 3.407 -1.883 0.2606
H 3.019 2.727 -0.385 0.2653
```

The structure (SMILES) is C=C(C)C.CSN. For the orbital gap, the calculation gives 0.3385 Ha. The LUMO energy comes out at 0.743 eV. Its strongest force on any atom is 3.10 eV/Å. The energy above the lowest of the compared OMol25 structures with the same formula, charge and spin comes out at 226.7 kJ/mol.



[4]
The following is a DFT calculation (ωB97M-V with the def2-TZVPD basis set) of the ion C5H11N2O2S with charge +1 at a distorted geometry.

Geometry as XYZ:
```
21
Properties=species:S:1:pos:R:3:mulliken_charge:R:1
C -0.553 -1.107 0.450 0.4249
C -1.337 0.784 1.713 -0.5075
C 0.043 1.361 1.656 -0.5653
C 0.891 0.240 -0.521 -0.2404
C 0.612 0.167 -1.967 -0.7462
N -1.309 -0.642 1.339 -0.4246
N 0.505 1.507 0.238 -0.2180
O 0.750 -3.196 -0.471 -0.4992
O -1.230 -2.267 -1.665 -0.5461
S -0.881 -2.756 -0.340 0.6205
H -1.739 0.848 2.699 0.3437
H -2.063 1.260 0.979 0.3145
H 0.158 2.386 2.090 0.3729
H 0.754 0.668 2.164 0.3439
H 1.723 -0.386 -0.026 0.3991
H -0.198 0.950 -2.181 0.2929
H 0.221 -0.882 -2.164 0.1680
H 1.531 0.169 -2.562 0.2968
H 1.042 -3.358 -1.423 0.3632
H -0.171 2.009 -0.427 0.4069
H 1.253 2.246 0.418 0.4001
```

For the orbital gap, the calculation gives 0.3067 Ha. The LUMO energy comes out at -3.955 eV. As for the total charge: +1. Its strongest force on any atom is 5.46 eV/Å. The energy above the lowest of the compared OMol25 structures with the same formula, charge and spin comes out at 391.9 kJ/mol.



[5]
The following is a DFT calculation (ωB97M-V with the def2-TZVPD basis set) of the ion C4H11N2O2 with charge +1 at a distorted geometry.

Geometry as XYZ:
```
19
Properties=species:S:1:pos:R:3:mulliken_charge:R:1
N -0.223 -2.242 1.150 -0.3383
C -0.185 -1.688 -0.061 0.4456
O -0.568 -2.199 -1.094 -0.6147
C 0.383 -0.251 -0.200 0.2011
N -0.271 0.344 -1.375 -0.1866
C 0.338 0.646 1.047 -0.8905
C 0.693 2.110 0.761 -0.7886
O -0.227 2.618 -0.228 -0.5750
H 0.120 -1.789 1.955 0.2071
H -0.848 -3.012 1.252 0.2649
H 1.445 -0.368 -0.430 0.2597
H -0.398 -0.362 -2.067 0.3477
H 0.264 1.118 -1.720 0.3586
H -1.211 0.649 -1.168 0.3120
H 1.133 0.362 1.743 0.4314
H -0.572 0.600 1.641 0.4266
H 1.729 2.209 0.411 0.3064
H 0.584 2.755 1.632 0.4749
H -0.411 3.543 -0.001 0.3576
```

The structure (SMILES) is NC(=O)[C@@H]([NH3+])CCO. For the orbital gap, the calculation gives 0.4223 Ha. The LUMO energy comes out at -3.124 eV. As for the total charge: +1. Its strongest force on any atom is 1.90 eV/Å. The energy above the lowest of the compared OMol25 structures with the same formula, charge and spin comes out at 47.6 kJ/mol.



[6]
The following is a DFT calculation (ωB97M-V with the def2-TZVPD basis set) of a cluster of 4 separate species, C5H15NO in total at a distorted geometry.

Geometry as XYZ:
```
22
Properties=species:S:1:pos:R:3:mulliken_charge:R:1
C -0.728 -0.331 -0.239 1.1731
C -1.629 0.790 -0.772 -1.6683
C -1.009 -0.577 1.240 -1.4205
C -0.988 -1.594 -1.063 -1.6390
H 0.794 -0.660 -0.263 0.0552
H -1.405 1.020 -1.816 0.3621
H -0.367 -1.365 1.643 0.3326
H -0.425 -2.450 -0.685 0.3965
H -2.052 -1.865 -1.038 0.4054
H -2.684 0.495 -0.715 0.4491
H -1.522 1.715 -0.200 0.3763
H -2.047 -0.890 1.404 0.4425
H -0.849 0.327 1.835 0.3025
H -0.710 -1.447 -2.110 0.3360
C 2.427 0.798 0.091 -0.0188
N 1.320 1.540 -0.100 -0.5746
O 3.102 0.774 1.281 -0.4721
H 2.481 0.896 2.010 0.3048
H 0.981 1.984 0.749 0.2367
H 0.457 0.796 -0.363 0.3683
H 3.121 0.677 -0.732 0.3728
H 1.733 -0.633 -0.156 -0.1205
```

For the orbital gap, the calculation gives 0.3169 Ha. The LUMO energy comes out at 0.698 eV. Its strongest force on any atom is 1.08 eV/Å. The energy above the lowest of the compared OMol25 structures with the same formula, charge and spin comes out at 447.8 kJ/mol.